ORCA calculation (ωB97M-V/def2-TZVPD) on 2 unconnected molecules or ions with the total composition C5H14NO3 at a distorted geometry.

Values from the calculation:
**Energy relative to the best compared isomer or geometry (same formula, charge and spin)**: 38.3 kcal per mole
**Molar mass**: 136.17 g/mol
**Net charge**: -1
**Highest occupied orbital energy**: -2.938 eV
**Total energy**: -13043.791 eV

CARTESIAN COORDINATES (ANGSTROEM)
C 0.414 -2.428 -0.232
O 0.670 -2.951 -1.411
C 0.459 -0.838 -0.421
C 0.519 0.056 0.903
C -0.939 0.074 1.476
C -1.800 0.991 0.437
O -1.601 2.348 0.684
N 1.669 -0.540 -1.182
H 1.146 -2.590 0.653
H -0.638 -2.636 0.180
H -0.326 -0.449 -1.072
H 1.162 -0.390 1.670
H 0.909 1.083 0.828
H -1.415 -0.900 1.488
H -0.982 0.512 2.436
H -1.474 0.664 -0.556
H -2.856 0.744 0.500
H -1.201 2.568 1.524
H 2.535 -0.595 -0.694
H 1.775 -1.299 -1.875
H 1.136 1.746 -2.203
H 0.186 2.285 -1.168
O 0.653 2.543 -1.964

Here are the Löwdin charges for atoms 1 to 5, given in e:
1. C -0.51
2. O -0.33
3. C -0.38
4. C -0.17
5. C -0.15

ORCA calculation (ωB97M-V/def2-TZVPD) on 3 unconnected molecules or ions with the total composition C3H9NO2 at a distorted geometry.

Values from the calculation:
**Energy relative to the best compared isomer or geometry (same formula, charge and spin)**: 143.6 kcal per mole
**Molar mass**: 91.11 g/mol
**Net charge**: 0
**Highest occupied orbital energy**: -9.432 eV
**Total energy**: -8836.730 eV

CARTESIAN COORDINATES (ANGSTROEM)
C -0.879 0.070 1.368
C -0.120 0.132 -0.029
N -1.884 -1.133 -2.224
H -0.672 1.095 1.743
H -1.897 0.078 1.237
H -0.475 -0.778 2.003
H 0.416 -0.729 -0.442
H 0.126 0.994 -0.507
H -2.264 -1.694 -1.385
H -0.957 -1.499 -2.322
H -1.528 -0.047 -1.705
O 1.809 -0.057 0.904
C 2.678 0.859 0.632
O 3.179 1.021 -0.585
H 2.466 1.686 1.311

Here are the Löwdin charges for atoms 1 to 5, given in e:
1. C -0.06
2. C 0.12
3. N -0.02
4. H 0.09
5. H 0.03

ORCA calculation (ωB97M-V/def2-TZVPD) on a molecular structure, C30H25AlBr2N5O2Se at a distorted geometry.

Values from the calculation:
**Energy relative to the best compared isomer or geometry (same formula, charge and spin)**: 32.4 kcal per mole
**Molar mass**: 753.31 g/mol
**Net charge**: +3
**Highest occupied orbital energy (spin up / spin down)**: -16.123 / -16.269 eV
**Total energy**: -255065.214 eV

CARTESIAN COORDINATES (ANGSTROEM)
Al -0.792 0.474 0.431
C -1.885 -1.405 4.255
O -2.365 0.061 4.162
C -1.908 0.465 2.982
N -1.322 -0.392 2.224
C -1.485 -1.744 2.837
C -0.170 -2.512 2.728
C 0.750 -2.469 3.754
C 2.037 -2.967 3.486
C 2.371 -3.360 2.179
C 1.412 -3.204 1.177
C 0.153 -2.948 1.456
C -1.968 1.947 2.711
C -2.694 2.989 3.317
C -2.760 4.205 2.625
C -2.090 4.390 1.383
C -1.415 3.290 0.857
N -1.398 2.099 1.485
C -0.837 3.156 -0.486
N -0.577 1.919 -0.881
C 0.149 2.092 -2.172
C -0.172 3.594 -2.528
O -0.641 4.171 -1.263
C 1.601 1.691 -2.032
C 2.192 0.789 -2.920
C 3.512 0.341 -2.705
C 4.200 0.936 -1.680
C 3.629 1.845 -0.753
C 2.294 2.230 -0.954
H -2.627 -1.985 4.732
H -1.173 -1.339 5.035
H -2.265 -2.237 2.286
H 0.626 -2.033 4.703
H 2.779 -2.997 4.330
H 3.403 -3.717 2.030
H 2.545 -4.078 -0.311
H -0.711 -2.943 0.764
H -3.133 2.881 4.260
H -3.354 5.068 2.928
H -2.122 5.291 0.771
H -0.302 1.400 -2.955
H -0.977 3.609 -3.228
H 0.613 4.189 -2.915
H 1.676 0.442 -3.808
H 4.049 -0.316 -3.397
H 5.211 0.600 -1.493
H 4.206 2.279 0.047
H 1.909 3.029 -0.377
Br -3.187 -0.294 -0.277
C -4.194 0.109 -1.942
Br -3.833 1.830 -2.661
H -5.189 0.154 -1.428
H -3.893 -0.774 -2.543
Se 1.595 -0.378 0.739
N 0.388 -0.807 -0.541
C 0.433 -1.722 -1.490
C -0.375 -1.453 -2.614
C -0.002 -2.177 -3.753
C 1.079 -3.072 -3.731
C 1.789 -3.451 -2.591
C 1.373 -2.935 -1.359
N 1.813 -3.420 -0.208
H -1.135 -0.714 -2.709
H -0.644 -1.976 -4.566
H 1.314 -3.441 -4.696
H 2.497 -4.305 -2.707

Here are the Löwdin charges for atoms 1 to 5, given in e:
1. Al -0.11
2. C 0.05
3. O 0.10
4. C -0.28
5. N 0.08

ORCA calculation (ωB97M-V/def2-TZVPD) on 7 unconnected molecules or ions with the total composition C33H41N7O11 at a distorted geometry.

Values from the calculation:
**Energy relative to the best compared isomer or geometry (same formula, charge and spin)**: 396.0 kcal per mole
**Structure (SMILES)**: O=[N+]([O-])c1ccccc1.O=[N+]([O-])c1ccccc1.O=[N+]([O-])c1ccccc1.O=[N+]([O-])c1ccccc1.CN(C)C=O.CN(C)C=O.CN(C)C=O
**Molar mass**: 711.73 g/mol
**Net charge**: 0
**Highest occupied orbital energy**: -9.283 eV
**Total energy**: -67809.684 eV

CARTESIAN COORDINATES (ANGSTROEM)
O 0.145 1.262 -8.617
N 1.308 1.403 -8.452
O 2.123 1.873 -9.370
C 1.798 1.486 -7.079
C 0.873 0.960 -5.889
C 1.458 0.914 -4.481
C 2.877 1.383 -4.262
C 3.664 1.888 -5.231
C 3.198 2.037 -6.665
H -0.151 0.712 -6.216
H 0.709 0.523 -3.660
H 3.112 1.122 -3.263
H 4.586 2.291 -5.059
H 3.714 2.489 -7.585
O 0.548 -4.360 0.399
N -0.380 -4.488 1.346
O -0.117 -5.216 2.363
C -1.739 -3.888 1.104
C -2.158 -3.662 -0.261
C -3.603 -3.212 -0.504
C -4.372 -2.665 0.675
C -3.841 -2.728 2.045
C -2.460 -3.359 2.335
H -1.412 -3.821 -1.108
H -4.032 -2.970 -1.476
H -5.256 -2.365 0.326
H -4.531 -2.141 2.769
H -2.261 -3.563 3.271
O -4.864 -1.601 7.772
N -3.750 -0.974 7.894
O -2.919 -1.436 8.738
C -3.232 -0.307 6.686
C -4.071 -0.390 5.340
C -3.513 0.041 4.014
C -2.186 0.766 4.110
C -1.579 1.133 5.393
C -2.020 0.519 6.716
H -5.054 -0.951 5.518
H -3.917 -0.062 3.040
H -1.742 1.312 3.255
H -0.667 1.712 5.069
H -1.444 0.670 7.579
O -5.011 1.737 -6.220
N -4.678 2.655 -5.402
O -4.346 3.668 -5.942
C -4.479 2.371 -4.017
C -4.857 1.020 -3.480
C -4.561 0.678 -2.044
C -4.010 1.933 -1.037
C -3.899 3.182 -1.563
C -4.095 3.433 -3.088
H -5.344 0.214 -4.240
H -4.689 -0.227 -1.551
H -3.748 1.574 -0.025
H -3.446 3.966 -0.820
H -3.949 4.436 -3.660
C 4.461 -2.289 5.182
N 4.014 -2.002 3.839
C 3.153 -3.025 3.268
C 4.299 -0.929 3.198
O 4.031 -0.682 2.042
H 5.546 -2.043 5.182
H 4.520 -3.204 5.417
H 4.094 -1.783 6.060
H 3.595 -3.613 2.287
H 2.160 -2.844 2.952
H 3.057 -4.047 3.743
H 4.980 -0.348 3.732
C 1.130 -1.158 -0.681
N 0.334 -0.076 -0.076
C -1.082 0.238 -0.576
C 0.820 0.467 1.049
O 0.173 1.428 1.695
H 1.867 -0.742 -1.408
H 0.656 -2.067 -1.320
H 1.732 -1.658 0.079
H -1.063 0.672 -1.646
H -1.821 0.696 0.227
H -1.600 -0.747 -0.597
H 1.895 0.043 1.418
C 5.148 0.938 -0.564
N 4.918 2.390 -0.940
C 3.622 2.800 -0.534
C 5.777 3.157 -1.624
O 5.515 4.306 -1.974
H 5.994 0.362 -1.109
H 4.249 0.218 -0.748
H 5.509 0.968 0.436
H 2.825 2.169 -0.141
H 3.035 3.105 -1.430
H 3.939 3.598 0.064
H 6.785 2.726 -1.993

Here are the Löwdin charges for atoms 1 to 5, given in e:
1. O 0.10
2. N -0.35
3. O 0.00
4. C -0.08
5. C 0.04

ORCA calculation (ωB97M-V/def2-TZVPD) on a molecular structure, C11H10N2O4V at a distorted geometry.

Values from the calculation:
**Spin multiplicity**: 4
**Molar mass**: 285.15 g/mol
**Net charge**: +2
**Highest occupied orbital energy (spin up / spin down)**: -15.948 / -16.015 eV
**Total energy**: -48406.429 eV

CARTESIAN COORDINATES (ANGSTROEM)
V -0.613 -1.994 -0.225
C -0.354 -3.101 1.317
O -0.124 -3.688 2.299
C -1.326 -3.160 -1.701
O -1.654 -3.862 -2.601
C 1.008 -1.661 -1.396
O 1.968 -1.438 -2.046
C -2.285 -0.968 -0.165
O -3.274 -0.338 -0.031
C -0.861 1.095 -3.086
H -1.521 1.557 -2.358
H 0.176 1.101 -2.738
C -1.284 -0.052 -3.746
H -0.554 -0.845 -3.872
H -2.208 -0.507 -3.418
N 1.734 2.749 3.183
C 1.250 1.881 2.251
C 0.042 2.105 1.552
C -0.450 1.115 0.724
N 0.138 -0.085 0.561
C 1.393 -0.243 1.110
C 1.957 0.682 1.981
H 1.233 3.584 3.420
H 2.592 2.539 3.699
H -0.510 3.012 1.732
H -1.365 1.281 0.192
H 1.948 -1.189 0.867
H 2.943 0.431 2.496

Here are the Löwdin charges for atoms 1 to 5, given in e:
1. V 0.52
2. C -0.03
3. O 0.23
4. C 0.01
5. O 0.22

ORCA calculation (ωB97M-V/def2-TZVPD) on a molecular structure, C4H3FN2O at a distorted geometry.

Values from the calculation:
**Energy relative to the best compared isomer or geometry (same formula, charge and spin)**: 74.0 kcal per mole
**Molar mass**: 114.08 g/mol
**Net charge**: 0
**Highest occupied orbital energy**: -9.156 eV
**Total energy**: -11938.990 eV

CARTESIAN COORDINATES (ANGSTROEM)
C 0.940 1.294 -0.100
C -0.151 0.482 -0.102
C 1.970 -0.664 0.004
C -0.593 -1.881 0.063
N 2.092 0.554 0.036
N 0.135 -0.791 0.040
O -1.802 -1.856 -0.014
F 2.650 -1.780 -0.013
H 0.807 2.325 0.074
H -1.160 0.797 0.121
H 0.116 -2.711 0.196

Here are the Löwdin charges for atoms 1 to 5, given in e:
1. C -0.11
2. C -0.11
3. C -0.18
4. C -0.35
5. N 0.12